[1]
This record from the Open Molecules 2025 dataset describes a molecular structure, C30H31N3O8Ru. The level of theory is wB97M-V/def2-TZVPD.

Positions of all 73 atoms, in Å:
Ru (-0.143, -0.247, 0.149)
O (-5.370, -4.066, 2.549)
O (1.752, -7.266, 1.407)
O (0.406, -2.238, 1.021)
O (1.100, -1.719, -0.946)
O (2.675, -7.848, -0.627)
O (-1.827, -1.084, 0.865)
O (-1.394, -1.088, -1.232)
O (-6.708, -5.070, 1.191)
N (-2.514, 1.612, 0.736)
N (-5.761, -4.357, 1.438)
N (-1.501, 1.373, -0.113)
C (1.390, 2.185, 0.185)
C (2.160, 1.019, 0.015)
C (0.712, 2.434, 1.387)
C (0.025, 3.753, 1.611)
C (-2.879, 2.905, -0.993)
C (2.340, -8.343, 0.676)
C (2.299, 0.100, 1.092)
C (-3.985, -2.913, 0.549)
C (0.614, 1.386, 2.309)
C (-3.338, -2.340, -0.540)
C (-0.338, 1.463, 3.475)
C (-5.512, -3.999, -0.991)
C (-2.174, -1.486, -0.305)
C (-5.062, -3.733, 0.290)
C (-1.713, 2.151, -1.167)
C (2.447, -5.650, -1.685)
C (3.027, 0.874, -1.216)
C (1.988, -4.354, -1.452)
C (3.299, -1.015, 0.992)
C (1.303, -4.923, 0.823)
C (-3.366, 2.522, 0.236)
C (-4.852, -3.414, -2.064)
C (1.469, 0.251, 2.210)
C (2.317, -6.542, -0.648)
C (1.760, -6.186, 0.576)
C (-3.763, -2.588, -1.843)
C (0.958, -2.623, -0.032)
C (1.547, -0.702, 3.372)
C (1.429, -3.998, -0.229)
C (1.343, 3.223, -0.906)
H (2.536, -1.150, 3.432)
H (-0.174, 3.928, 2.665)
H (4.274, -0.670, 1.350)
H (-3.231, -2.137, -2.670)
H (0.821, -1.512, 3.280)
H (-4.242, 2.822, 0.785)
H (-1.025, 2.132, -1.995)
H (2.879, -5.944, -2.631)
H (-0.781, 0.487, 3.676)
H (2.060, -3.606, -2.228)
H (1.372, -0.186, 4.313)
H (0.863, -4.643, 1.770)
H (-3.304, 3.624, -1.670)
H (3.251, -8.668, 1.178)
H (3.262, 1.841, -1.652)
H (3.012, -1.870, 1.599)
H (3.414, -1.360, -0.030)
H (1.417, 2.779, -1.896)
H (2.551, 0.256, -1.979)
H (-2.635, 1.009, 1.536)
H (-5.190, -3.610, -3.072)
H (0.173, 1.773, 4.390)
H (0.427, 3.807, -0.862)
H (-0.923, 3.837, 1.069)
H (0.661, 4.569, 1.268)
H (-6.358, -4.655, -1.133)
H (-3.659, -2.737, 1.563)
H (3.973, 0.400, -0.968)
H (1.614, -9.150, 0.572)
H (2.176, 3.924, -0.805)
H (-1.138, 2.177, 3.296)

Kohn-Sham gap (alpha / beta), eV: 6.83 / 6.79
LUMO (alpha / beta), eV: -3.600 / -3.632
Strongest force on any atom, hartree/bohr: 0.036
HOMO level (alpha / beta), Ha: -0.3832 / -0.3830
Spin multiplicity: 2
Charge: +1


[2]
This record from the Open Molecules 2025 dataset describes a molecular structure, C30H31N9OPtS. The level of theory is wB97M-V/def2-TZVPD.

Positions of all 73 atoms, in Å:
Pt (0.512, -0.923, -0.298)
S (-2.291, 0.644, -0.461)
O (-0.943, 0.185, -1.170)
N (-0.459, -1.260, 1.467)
N (1.964, -2.275, 0.199)
N (-2.064, -4.110, -0.196)
N (1.321, 0.954, -0.096)
N (1.684, -0.806, -2.063)
N (3.609, -3.562, -0.489)
N (-1.813, -2.467, 2.684)
N (2.426, 2.634, -0.990)
N (-0.620, -2.578, -0.752)
C (-0.813, -3.386, -1.849)
C (0.585, 3.535, 2.541)
C (-2.483, 2.322, -0.910)
C (2.068, 0.597, -2.405)
C (-1.302, -2.299, 1.465)
C (2.905, -1.676, -1.984)
C (2.195, -3.239, 1.214)
C (-1.714, -4.346, -1.505)
C (1.205, 2.057, 0.789)
C (-2.014, 2.828, -2.119)
C (-0.377, -0.809, 2.768)
C (1.995, 1.393, -1.154)
C (1.649, -3.471, 2.477)
C (3.184, -5.347, 2.723)
C (2.152, -4.528, 3.207)
C (-3.462, 4.422, -0.342)
C (-3.003, 4.969, -1.544)
C (1.402, 4.542, 2.006)
C (3.241, -4.048, 0.763)
C (-3.286, 6.398, -1.885)
C (2.094, 4.344, 0.833)
C (-3.536, -0.167, -1.461)
C (-1.386, -3.040, 0.230)
C (2.838, -2.523, -0.769)
C (3.756, -5.113, 1.493)
C (1.957, 3.096, 0.236)
C (0.468, 2.295, 1.948)
C (-2.282, 4.150, -2.422)
C (-3.197, 3.107, -0.007)
C (-1.242, -1.539, 3.522)
H (2.706, 5.122, 0.396)
H (-1.482, -1.482, 4.572)
H (-3.199, -0.180, -2.497)
H (-2.602, 6.779, -2.639)
H (-2.714, -4.678, 0.334)
H (-2.477, -3.173, 2.978)
H (0.022, 3.744, 3.441)
H (3.547, -6.162, 3.334)
H (-4.299, 6.487, -2.287)
H (0.910, -2.825, 2.918)
H (-4.446, 0.427, -1.371)
H (1.460, 5.500, 2.504)
H (-4.025, 5.041, 0.345)
H (2.972, 3.171, -1.651)
H (3.019, -2.258, -2.901)
H (-1.469, 2.204, -2.815)
H (-0.330, -3.232, -2.799)
H (1.757, -4.721, 4.196)
H (-3.546, 2.704, 0.938)
H (-2.129, -5.163, -2.073)
H (1.387, 0.997, -3.159)
H (-3.248, 7.030, -1.000)
H (4.573, -5.718, 1.122)
H (3.780, -1.031, -1.898)
H (-0.218, 1.575, 2.353)
H (0.305, -0.045, 3.089)
H (-3.715, -1.173, -1.083)
H (4.366, -3.918, -1.059)
H (1.047, -1.155, -2.777)
H (3.068, 0.617, -2.837)
H (-1.945, 4.558, -3.367)

Kohn-Sham gap, eV: 6.21
LUMO, eV: -12.408
Strongest force on any atom, hartree/bohr: 0.010
HOMO level, Ha: -0.6840
Energy above the lowest of the compared OMol25 structures with the same formula, charge and spin, kJ/mol: 79.8
Charge: +4


[3]
This record from the Open Molecules 2025 dataset describes a molecular structure, C30H32AuBrNO2PSi. The level of theory is wB97M-V/def2-TZVPD.

Positions of all 69 atoms, in Å:
Au (0.280, -0.194, 0.476)
Br (-1.733, 0.795, 3.179)
P (0.683, 1.088, -1.371)
Si (-3.831, 2.970, -0.465)
O (1.307, -2.294, 0.158)
O (2.074, -3.969, 1.411)
N (-0.099, -1.247, 2.284)
C (2.143, 0.934, 5.217)
C (1.496, 2.035, 4.674)
C (0.881, 5.088, -1.915)
C (3.311, 0.766, -2.377)
C (4.659, 0.524, -2.164)
C (-0.466, 5.452, -2.135)
C (1.394, -2.939, 1.252)
C (2.105, 1.581, 1.041)
C (-1.988, 2.564, -0.693)
C (-0.922, -1.540, 4.536)
C (-0.246, -2.793, 4.651)
C (1.516, 2.255, 3.317)
C (0.212, 0.104, -2.852)
C (-4.030, 4.471, 0.707)
C (2.832, 0.262, 3.013)
C (2.482, 1.055, -1.308)
C (-4.828, 3.291, -2.081)
C (4.351, 0.836, 0.206)
C (2.197, 1.384, 2.443)
C (1.178, 3.751, -1.723)
C (-1.454, 4.536, -2.185)
C (-4.731, 1.491, 0.344)
C (0.228, 2.752, -1.815)
C (5.163, 0.530, -0.868)
C (2.997, 1.139, 0.019)
C (0.504, -3.207, 3.563)
C (0.595, -2.457, 2.413)
C (2.798, 0.047, 4.370)
C (-1.247, 3.067, -1.959)
C (-0.787, -0.871, 3.364)
H (6.212, 0.310, -0.696)
H (0.983, 3.097, 2.891)
H (1.053, -4.139, 3.576)
H (-1.455, 2.951, 0.178)
H (2.901, 0.725, -3.379)
H (5.310, 0.296, -3.000)
H (-4.253, 1.230, 1.283)
H (2.108, 0.751, 6.283)
H (-1.528, -1.155, 5.344)
H (-4.824, 2.415, -2.725)
H (0.568, 0.573, -3.771)
H (-5.865, 3.526, -1.849)
H (-0.322, -3.385, 5.552)
H (-4.700, 0.615, -0.297)
H (2.209, 3.458, -1.553)
H (-0.877, 0.030, -2.881)
H (-5.055, 4.824, 0.752)
H (1.658, 5.840, -1.894)
H (0.621, -0.897, -2.724)
H (-4.429, 4.120, -2.656)
H (-2.472, 4.857, -2.359)
H (1.421, 2.369, 0.728)
H (-1.686, 2.504, -2.805)
H (-1.858, 1.476, -0.659)
H (-0.715, 6.500, -2.281)
H (3.264, -0.837, 4.787)
H (-3.740, 4.169, 1.708)
H (0.946, 2.709, 5.321)
H (3.275, -0.475, 2.359)
H (-5.776, 1.717, 0.547)
H (4.772, 0.863, 1.202)
H (-3.396, 5.302, 0.418)

Kohn-Sham gap, eV: 4.05
LUMO, eV: 4.286
Strongest force on any atom, hartree/bohr: 0.059
HOMO level, Ha: 0.0086
Energy above the lowest of the compared OMol25 structures with the same formula, charge and spin, kJ/mol: 169.3
Charge: -2


[4]
This record from the Open Molecules 2025 dataset describes 11 unconnected molecules or ions with the total composition C30H32B3ClF10O33. The level of theory is wB97M-V/def2-TZVPD.

Positions of all 109 atoms, in Å:
Cl (0.083, 4.816, 2.031)
F (-4.014, 7.698, 2.550)
F (6.426, -0.942, -7.025)
F (-0.522, 4.232, -5.437)
F (-0.935, 1.065, 8.415)
F (3.941, -1.464, -4.376)
F (-4.090, -0.134, -0.109)
F (4.987, -2.949, -0.914)
F (-3.819, -3.230, 2.095)
F (-8.809, 0.579, 2.338)
F (1.436, -6.532, 4.151)
O (1.328, 2.662, 0.514)
O (3.679, -0.397, -8.981)
O (3.769, 3.090, -0.032)
O (-0.727, -1.804, 5.033)
O (2.338, -2.974, -4.787)
O (-1.708, -3.141, 2.836)
O (9.372, -2.671, -0.269)
O (-3.918, 4.307, -0.314)
O (-0.571, -6.466, 8.111)
O (2.711, 1.344, -7.857)
O (-5.781, 1.020, 3.854)
O (-6.701, 1.099, 1.791)
O (-4.540, 1.771, 2.086)
O (1.839, 1.517, -2.835)
O (-3.141, 0.452, -2.051)
O (2.793, 3.611, 2.364)
O (0.959, 3.181, -4.126)
O (0.565, -2.953, 2.740)
O (-3.164, 6.457, -0.516)
O (-0.741, -2.228, 1.008)
O (-0.022, -4.765, 6.684)
O (-4.688, 1.942, -2.753)
O (-2.981, 1.336, -4.149)
O (0.330, -6.910, 6.061)
O (-1.250, -0.298, 6.666)
O (0.631, -1.537, 6.853)
O (4.568, 0.309, -7.026)
O (1.414, -3.062, -2.726)
O (0.729, -4.530, -4.341)
O (0.153, 1.077, -4.317)
O (8.066, -1.946, -2.001)
O (7.099, -2.859, -0.173)
O (-4.005, 5.743, 1.458)
C (8.272, -2.509, -0.771)
C (-3.224, 7.574, 0.349)
C (-7.517, 0.281, 2.599)
C (-5.586, 1.336, 2.537)
C (2.460, -2.113, -2.681)
C (-2.707, -2.462, 2.110)
C (6.682, -2.062, -2.266)
C (-3.555, 1.248, -3.076)
C (0.399, -6.105, 4.906)
C (-0.535, -2.791, 2.238)
C (6.100, -2.180, -0.899)
C (0.629, -0.607, 7.917)
C (-3.295, 6.937, 1.695)
C (1.436, -3.603, -3.982)
C (0.661, -4.741, 5.446)
C (5.105, -0.962, -7.313)
C (2.650, -1.772, -4.119)
C (4.882, -1.112, -8.779)
C (1.050, 1.895, -3.685)
C (-0.123, -6.081, 7.043)
C (-0.807, -0.216, 8.002)
C (-3.716, 5.409, 0.169)
C (-5.104, 1.463, -1.490)
C (-3.839, 0.919, -0.919)
C (-2.124, -2.343, 0.743)
C (0.218, 3.106, -5.323)
C (-0.470, -1.257, 6.092)
C (-7.147, 0.683, 3.986)
C (3.581, 0.493, -7.947)
C (-0.654, 1.915, -5.119)
B (1.491, 3.639, 1.648)
B (3.896, 3.203, 1.441)
B (2.359, 3.145, -0.467)
H (-3.230, 1.659, -0.390)
H (1.283, 0.235, 7.665)
H (-0.535, -6.192, 4.340)
H (-5.521, 2.271, -0.882)
H (-7.283, -0.130, 4.704)
H (-2.303, -3.232, 0.128)
H (3.348, -2.573, -2.234)
H (4.924, 2.902, 1.929)
H (-0.914, 1.424, -6.061)
H (0.268, -3.954, 4.797)
H (-2.319, 6.704, 2.133)
H (1.725, -4.553, 5.623)
H (-7.705, 1.558, 4.336)
H (-4.114, 8.167, 0.113)
H (4.771, -2.157, -9.078)
H (-2.496, -1.466, 0.207)
H (1.952, 3.575, -1.482)
H (4.602, -1.720, -6.703)
H (1.996, -0.970, -4.480)
H (5.883, -1.220, -0.419)
H (-2.340, 8.206, 0.234)
H (5.679, -0.657, -9.377)
H (6.311, -1.184, -2.802)
H (-5.872, 0.695, -1.628)
H (2.176, -1.244, -2.081)
H (-2.923, -1.502, 2.591)
H (0.990, -1.066, 8.841)
H (0.901, 3.022, -6.175)
H (-1.415, -0.873, 8.632)
H (-1.578, 2.153, -4.580)
H (-7.323, -0.772, 2.370)
H (6.504, -2.950, -2.881)

Kohn-Sham gap, eV: 10.77
LUMO, eV: -0.067
Strongest force on any atom, hartree/bohr: 0.096
HOMO level, Ha: -0.3983
Energy above the lowest of the compared OMol25 structures with the same formula, charge and spin, kJ/mol: 217.6
SMILES: O=C1OC[C@@H](F)O1.O=C1OC[C@@H](F)O1.O=C1OC[C@@H](F)O1.O=C1OC[C@@H](F)O1.O=C1OC[C@@H](F)O1.O=C1OC[C@@H](F)O1.O=C1OC[C@@H](F)O1.O=C1OC[C@@H](F)O1.O=C1OC[C@@H](F)O1.O=C1OC[C@@H](F)O1.ClB1OBOBO1
Charge: 0


[5]
This record from the Open Molecules 2025 dataset describes 5 unconnected molecules or ions with the total composition C30H32BFN9O5P. The level of theory is wB97M-V/def2-TZVPD.

Positions of all 79 atoms, in Å:
P (-1.068, 4.922, 1.340)
F (1.763, 4.091, 2.327)
O (-0.537, 2.557, -3.195)
O (-0.451, 5.792, 2.606)
O (4.783, 0.016, -0.413)
O (5.411, 2.286, -0.301)
O (0.430, 4.307, -4.049)
N (0.901, -0.533, -4.501)
N (6.743, -2.262, -0.339)
N (-2.033, 3.652, 2.006)
N (-0.586, 3.918, -3.637)
N (2.516, 2.942, 0.569)
N (-3.535, -1.351, 5.086)
N (-3.212, -0.323, -2.530)
N (-0.004, 3.523, -0.702)
N (-0.326, -1.655, -0.079)
C (3.108, 1.683, -1.378)
C (1.264, 0.885, -4.628)
C (-2.086, -2.739, 1.136)
C (-4.490, -2.275, 5.189)
C (2.846, 1.180, -2.608)
C (6.142, -4.978, -0.477)
C (-0.903, -0.923, 2.132)
C (1.606, 1.473, -3.239)
C (7.173, -3.118, 0.588)
C (-4.107, -0.618, 7.297)
C (5.683, -4.105, -1.449)
C (-5.095, -1.584, 7.382)
C (-0.099, -0.751, -3.461)
C (-5.295, -2.433, 6.306)
C (-5.603, -0.325, -2.344)
C (1.559, 3.630, 1.082)
C (2.172, 2.499, -0.682)
C (0.964, 2.775, -1.313)
C (-4.505, 1.451, -3.494)
C (0.296, 3.942, 0.494)
C (-1.279, -2.580, 0.019)
C (-4.352, -0.873, -2.112)
C (-3.303, 0.817, -3.214)
C (6.904, -4.478, 0.566)
C (-3.360, -0.543, 6.131)
C (6.012, -2.764, -1.334)
C (-5.677, 0.865, -3.048)
C (-1.890, -1.890, 2.215)
C (0.695, 2.254, -2.602)
C (-0.154, -0.848, 0.968)
B (4.496, 1.322, -0.674)
H (-6.495, -0.817, -1.980)
H (-0.852, 0.033, -3.395)
H (-2.496, -1.979, 3.109)
H (-4.244, -1.800, -1.558)
H (5.720, -0.055, -0.165)
H (0.476, 1.478, -5.092)
H (-3.919, 0.064, 8.115)
H (-4.609, -2.920, 4.324)
H (-0.656, -1.687, -3.599)
H (-2.550, 3.216, 1.251)
H (0.422, 6.117, 2.346)
H (4.985, 3.133, -0.478)
H (-2.847, -3.508, 1.159)
H (-2.578, 0.200, 6.019)
H (-6.056, -3.201, 6.332)
H (7.763, -2.682, 1.387)
H (-2.358, 1.234, -3.549)
H (-0.717, -0.242, 2.951)
H (2.198, 0.904, -5.204)
H (-5.701, -1.675, 8.274)
H (5.908, -6.034, -0.530)
H (1.706, -1.081, -4.220)
H (-4.520, 2.377, -4.053)
H (-2.645, 3.997, 2.736)
H (0.629, -0.103, 0.856)
H (3.560, 0.532, -3.112)
H (0.346, -0.817, -2.455)
H (5.677, -2.044, -2.073)
H (5.084, -4.455, -2.278)
H (-6.635, 1.328, -3.249)
H (-1.395, -3.222, -0.848)
H (7.282, -5.126, 1.345)

Kohn-Sham gap, eV: 7.31
LUMO, eV: -0.590
Strongest force on any atom, hartree/bohr: 0.051
HOMO level, Ha: -0.2905
SMILES: CNCc1cc(B(O)O)c2nc(F)c(P(N)O)nc2c1ON=O.c1ccncc1.c1ccncc1.c1ccncc1.c1ccncc1
Charge: 0


[6]
This record from the Open Molecules 2025 dataset describes a molecular structure, C30H32Br2N3O5S2Ta. The level of theory is wB97M-V/def2-TZVPD.

Positions of all 75 atoms, in Å:
Ta (0.240, 0.571, -1.584)
Br (2.811, -0.732, -1.036)
Br (-1.132, -2.624, -0.615)
S (-2.120, -0.954, -4.648)
S (-2.888, 1.843, -5.057)
O (0.993, 0.861, -3.311)
O (-0.570, 2.197, -0.995)
O (0.396, 0.078, 0.143)
O (1.232, 0.323, -5.506)
O (-4.000, 4.372, -2.389)
N (-1.771, 0.973, -2.815)
N (0.192, -1.451, -2.703)
N (-2.288, 2.247, -2.464)
C (1.496, -1.343, 3.319)
C (-0.162, 1.760, 2.775)
C (-3.618, 5.918, -0.683)
C (-2.900, 6.372, 0.402)
C (-3.243, 4.754, -1.343)
C (-0.477, 0.274, 3.026)
C (1.076, 0.008, -4.383)
C (-2.298, -0.430, -6.375)
C (-2.113, 4.052, -0.891)
C (-1.775, 5.680, 0.866)
C (0.577, -3.720, -4.207)
C (1.008, -2.492, -4.693)
C (2.640, -2.038, 2.911)
C (2.276, -1.142, 0.767)
C (-1.390, 4.542, 0.219)
C (-1.675, 2.833, -1.514)
C (4.264, -1.888, 4.782)
C (-1.802, -0.107, 2.342)
C (0.783, -1.387, -3.924)
C (2.493, -3.668, 4.816)
C (-0.657, 0.072, 4.531)
C (3.442, -2.863, 3.916)
C (-2.181, 0.656, -4.023)
C (-0.081, -3.796, -2.989)
C (-0.252, -2.635, -2.265)
C (-3.326, 0.680, -6.375)
C (3.069, -1.891, 1.593)
C (0.696, -0.564, 2.487)
C (1.095, -0.543, 1.156)
C (4.398, -3.829, 3.208)
H (0.237, 0.356, 5.092)
H (-0.454, -4.733, -2.603)
H (0.737, -4.621, -4.786)
H (-1.796, 0.082, 1.269)
H (3.990, -2.333, 1.236)
H (1.213, -1.414, 4.360)
H (0.784, 2.042, 3.243)
H (4.836, -2.447, 5.527)
H (-1.218, 6.043, 1.720)
H (4.857, -4.486, 3.946)
H (-0.953, 2.379, 3.204)
H (3.072, -4.380, 5.407)
H (-2.038, -1.165, 2.508)
H (-1.327, -0.092, -6.725)
H (-2.613, 0.487, 2.770)
H (-3.214, 7.281, 0.901)
H (-3.686, 3.514, -2.712)
H (-4.487, 6.448, -1.055)
H (-0.916, -0.963, 4.776)
H (-1.475, 0.708, 4.876)
H (1.952, -3.031, 5.522)
H (-0.103, 1.990, 1.712)
H (-0.512, 4.000, 0.554)
H (3.615, -1.183, 5.310)
H (-2.621, -1.295, -6.954)
H (-3.321, 1.232, -7.314)
H (1.496, -2.384, -5.653)
H (5.212, -3.304, 2.699)
H (4.968, -1.316, 4.170)
H (1.763, -4.233, 4.228)
H (3.874, -4.459, 2.481)
H (-4.328, 0.308, -6.180)

Kohn-Sham gap, eV: 5.30
LUMO, eV: -7.860
Strongest force on any atom, hartree/bohr: 0.059
HOMO level, Ha: -0.4835
Energy above the lowest of the compared OMol25 structures with the same formula, charge and spin, kJ/mol: 104.9
Charge: +2